No. 1
DFT (the ωB97M-V functional and the def2-TZVPD basis) results for a molecular structure, C22H43F3N2O18PPt at a distorted geometry.

As for the multiplicity: 3. Its net charge is +1.

Structure (XYZ):
```
90
Properties=species:S:1:pos:R:3:forces:R:3
Pt 0.06592 2.98146 1.46558 -0.2 -0.2 -0.5
P 3.08895 2.39892 3.19944 0.9 -0.5 0.0
F -1.55947 1.83844 -2.85197 -0.1 -0.2 -0.3
F -3.58440 -0.55630 -2.65716 0.0 0.2 -0.1
F -1.03897 -4.52690 1.40874 0.1 0.0 -0.1
O -2.34580 -3.73490 3.05465 -0.2 0.2 -0.2
O -4.35838 4.17702 -0.16236 0.2 0.6 0.0
O 4.33999 3.33201 3.14965 -0.1 0.1 -0.1
O 2.76468 2.22632 4.71027 -0.3 0.2 -0.2
O 0.16833 -1.56521 -5.16036 0.1 -0.2 -0.2
O 1.14683 -0.11022 -3.74018 -0.2 -0.1 -0.1
O -1.06444 -0.03230 -4.05753 0.0 -0.1 0.0
O -2.23330 -4.01472 5.29529 -0.2 -0.1 0.1
O -0.74588 1.43204 0.00462 0.5 -0.1 -0.3
O 0.39450 0.81864 1.74382 -0.1 -0.1 -0.1
O -5.05962 0.27889 -1.18384 0.0 0.3 -0.1
O -0.42936 -0.76078 0.36770 0.3 0.1 -0.4
O -6.81208 -0.85438 -0.32421 -0.3 0.1 0.0
O -0.46392 -3.22343 4.14619 -0.1 -0.3 -0.1
O 1.95119 2.92382 2.42770 -0.5 0.4 -0.2
O 3.68452 1.02574 2.67982 -0.4 0.4 0.2
O 1.65676 -2.44660 0.32458 -0.1 -0.2 -0.3
O -4.70868 -1.58083 0.00133 0.1 0.1 -0.2
N -1.76016 3.80414 0.54241 -0.5 -1.5 0.1
N 2.08921 -4.21144 -2.09098 -0.1 0.0 -0.4
C -0.30644 -2.73081 2.82149 0.2 0.3 -0.2
C 1.27979 -3.42775 -3.07696 0.3 -0.1 0.3
C 0.67038 1.07091 -3.07842 -0.1 0.1 0.0
C 3.07282 -3.29657 -1.41401 0.3 -0.3 0.5
C 2.96801 -0.18673 2.93887 0.1 -1.4 0.0
C -5.66685 4.09426 -0.67108 -0.8 -0.6 -0.1
C -1.73290 -3.69391 4.27929 0.5 0.1 0.0
C -2.12755 4.89500 -0.39124 0.8 0.7 -0.2
C 0.08114 -0.65011 -4.41662 0.2 0.2 0.3
C -3.41236 -1.10959 -0.36801 -0.5 0.4 -0.4
C -0.79038 0.71849 -2.89271 0.4 0.5 0.3
C 3.75937 1.73605 5.61280 0.5 -0.5 0.8
C -1.44550 -3.37553 2.05832 0.2 0.3 0.2
C 2.89349 -5.21545 -2.83769 0.1 -0.4 0.2
C -3.72661 -0.01723 -1.39426 0.4 -0.7 0.3
C 2.51607 -2.07436 -0.72628 0.1 0.3 0.6
C -5.65313 -0.74532 -0.48877 0.2 -0.2 0.3
C -0.23968 0.43372 0.67621 -0.5 0.3 0.7
C -3.37359 4.47779 -1.13616 -0.4 -0.8 0.3
C -0.99077 5.20887 -1.36122 -0.7 0.5 0.1
C 4.79511 3.84933 1.87921 0.3 -0.3 -0.1
C 1.18834 -4.93871 -1.13044 -0.2 0.1 -0.7
H -2.85956 -1.90141 -0.86617 0.1 -0.1 0.3
H -0.38740 -1.64310 2.85611 -0.2 0.0 -0.2
H 3.83227 -3.02183 -2.14563 -0.2 0.1 -0.2
H 3.48773 -4.69440 -3.58044 0.1 -0.1 0.0
H 4.12786 2.53594 6.25003 -0.1 0.2 -0.2
H 3.51295 -5.74914 -2.11756 0.2 0.1 -0.1
H -2.89746 -0.69783 0.49388 0.1 -0.2 0.1
H -5.83258 3.14373 -1.19480 0.1 0.1 -0.1
H 0.65340 -4.10104 -3.65289 -0.1 0.0 0.0
H -2.34451 5.79732 0.18243 0.0 -0.1 0.2
H 0.60343 -5.62855 -1.73817 0.1 -0.1 0.1
H 1.98324 -2.92251 -3.73269 -0.2 0.1 -0.1
H -5.94653 4.91709 -1.33566 0.3 0.1 0.0
H 2.66333 -0.65230 2.00370 -0.2 0.3 -0.1
H 0.85532 -1.87659 0.32104 0.0 0.3 0.1
H -6.36866 4.10980 0.16274 0.2 0.0 0.1
H -2.60825 3.58023 1.07519 0.3 0.5 0.4
H 4.36868 3.29425 1.04351 -0.2 0.1 0.1
H 2.25183 -5.96020 -3.30267 -0.2 0.2 -0.1
H 3.57833 -3.92177 -0.67367 -0.1 0.1 0.1
H 3.30973 0.97754 6.25271 -0.2 0.1 -0.1
H -1.85788 -2.71068 1.30741 -0.4 -0.1 0.0
H 0.64533 -2.98044 2.35461 0.1 -0.2 0.4
H -0.74611 4.34841 -1.98246 0.3 0.0 0.1
H 2.10616 -0.07446 3.59177 -0.1 0.3 -0.1
H 5.87062 3.69466 1.83276 0.0 0.2 0.2
H -0.13989 5.64268 -0.83919 0.2 -0.4 0.0
H 3.38558 -1.56674 -0.28535 0.1 0.0 -0.2
H 0.51243 -4.22742 -0.67646 0.2 0.0 0.3
H -0.97007 0.12655 -1.99321 -0.2 0.0 -0.1
H -1.34848 6.00562 -2.02086 0.1 -0.1 -0.1
H 0.77841 1.92302 -3.75251 -0.1 0.0 0.0
H 4.60156 1.26782 5.10334 -0.1 0.1 -0.2
H 1.80123 -5.47779 -0.41757 -0.1 0.1 0.2
H 1.18790 1.27048 -2.14450 0.1 -0.3 0.0
H 2.06496 -1.34644 -1.40687 -0.1 -0.2 -0.1
H -3.15980 3.55464 -1.69915 0.0 0.2 -0.2
H -3.71591 5.24791 -1.83107 0.1 0.1 0.0
H 0.69121 -2.71483 -2.50775 -0.1 0.0 -0.2
H 3.63502 -0.91459 3.41404 0.2 0.4 0.1
H -3.07696 0.84910 -1.31843 -0.3 0.2 -0.1
H -1.74333 2.95138 -0.03263 0.0 0.3 -0.3
H 4.54966 4.90411 1.82759 0.0 0.0 -0.1
```
Forces are in eV/Å.



No. 2
DFT (the ωB97M-V functional and the def2-TZVPD basis) results for a molecular structure, C18H40N5O11PtTi2 at a distorted geometry.

As for the multiplicity: 9. Its net charge is +1.

Structure (XYZ):
```
77
Properties=species:S:1:pos:R:3:forces:R:3
Pt 5.43505 -12.09376 -5.98011 -0.6 0.8 0.8
Ti 7.63381 -12.93938 -8.82922 -1.5 0.0 1.2
Ti 6.57367 -15.45902 -6.77907 -0.6 2.1 -0.3
O 9.33768 -7.10039 -5.73010 0.1 0.2 0.2
O 9.11458 -18.11910 -6.14483 0.0 -0.1 0.0
O 8.60841 -14.23417 -6.44102 1.0 -1.2 0.3
O 12.54813 -13.89761 -6.76103 -0.1 0.3 -0.5
O 7.55985 -16.02523 -1.50179 0.2 0.0 -0.7
O 9.29073 -11.53218 -0.85877 0.8 -0.6 -0.4
O 7.01808 -13.41370 -5.18105 -0.6 -2.4 3.9
O 4.69620 -13.94138 -6.98683 -1.7 -1.6 2.8
O 5.73672 -14.53671 -8.70140 2.3 -2.3 -2.6
O 7.83652 -12.16152 -6.60622 2.6 1.8 -1.9
O 5.14173 -12.42830 -8.41561 -0.3 1.6 -3.0
N 10.43625 -16.33465 -6.07912 1.5 -1.1 0.0
N 8.38899 -13.00568 -2.29208 0.5 -1.9 -0.6
N 10.83009 -13.51672 -8.10899 0.4 0.3 -0.4
N 7.63310 -16.07676 -3.75806 0.5 -1.4 -0.5
N 10.94572 -9.79707 -5.30022 0.2 0.8 -0.6
C 12.17164 -13.59887 -7.89910 0.9 -0.7 1.8
C 9.60986 -5.77583 -6.14028 0.5 0.3 -0.9
C 4.99157 -13.63779 -8.20233 3.0 1.1 3.2
C 9.27631 -12.67152 -1.32131 -0.5 2.2 0.9
C 9.71902 -9.44439 -6.12268 0.4 0.4 0.0
C 7.84472 -16.63563 -2.52521 -0.4 0.5 1.8
C 11.11180 -8.80358 -4.17052 -0.1 -0.2 1.7
C 10.09585 -13.82720 -0.79491 -0.1 0.1 -0.2
C 10.26380 -17.67298 -6.05893 -1.0 0.5 0.8
C 13.13401 -13.34653 -9.03068 -0.9 -0.5 0.2
C 11.45528 -18.55697 -5.79398 0.3 0.2 -0.5
C 8.42840 -18.03009 -2.43271 -0.5 0.4 0.0
C 11.80677 -11.72986 -3.90673 0.2 -0.4 0.9
C 8.02844 -13.22031 -5.90282 -3.8 0.0 -3.8
C 9.71351 -8.02399 -6.69917 -0.7 -1.2 -0.7
C 12.19552 -9.73805 -6.12285 -0.3 -2.0 -0.2
C 9.99198 -8.92374 -3.15618 0.4 1.6 0.7
C 10.70228 -11.23134 -4.80051 0.6 1.1 -0.3
H 12.03612 -8.98511 -3.61807 0.2 -0.5 -0.5
H 10.68930 -5.66381 -6.31575 0.0 0.1 0.2
H 12.78108 -11.97070 -4.33333 -0.4 -0.3 -0.8
H 11.38643 -15.99120 -6.05073 -0.3 0.6 0.0
H 10.61557 -7.79411 -7.28221 0.5 0.2 0.8
H 9.01488 -8.06191 -7.54966 -0.5 0.1 0.3
H 13.33933 -12.27674 -9.04495 -0.3 0.0 -0.8
H 9.50950 -18.01818 -2.56903 0.0 0.0 -0.2
H 11.22411 -7.77250 -4.49701 -0.3 -0.3 -0.8
H 10.06332 -9.81012 -2.52671 -0.8 -0.5 -0.6
H 9.72255 -11.18540 -4.33039 0.2 -0.1 0.4
H 7.51471 -15.07466 -3.80114 0.2 0.1 -0.3
H 10.50400 -14.42260 -1.61250 -0.4 -0.3 0.0
H 8.18282 -13.99695 -2.25244 -0.3 0.1 -0.3
H 10.14987 -8.17037 -2.37016 0.4 0.2 -0.3
H 12.11413 -11.07930 -3.08444 -0.7 0.2 0.1
H 9.62007 -10.16255 -6.93533 0.3 -0.1 0.0
H 10.94394 -13.55407 -0.17473 -0.3 0.5 0.1
H 12.60146 -13.82568 -9.85814 0.5 0.9 -0.7
H 9.13963 -5.55610 -7.10704 -0.2 0.0 0.2
H 12.41107 -18.03155 -5.76443 -0.1 0.2 -0.2
H 7.94222 -18.69014 -3.15064 0.2 -0.1 0.0
H 14.09280 -13.84547 -8.93639 -0.1 -0.2 0.5
H 11.38043 -12.62864 -3.45484 0.4 -0.1 0.1
H 8.21440 -16.60101 -4.40923 -0.1 0.7 -0.6
H 11.37992 -19.05048 -4.82755 -0.4 -0.2 -0.1
H 9.63055 -15.73882 -6.10330 0.1 0.4 -0.1
H 9.06695 -8.53007 -3.57801 -0.4 -1.0 0.1
H 10.43192 -13.46825 -9.03557 0.1 -0.1 0.0
H 8.22426 -18.33398 -1.41044 0.0 -0.3 -0.1
H 11.48594 -19.27592 -6.61150 0.1 -0.3 0.3
H 7.70322 -12.42571 -2.74126 0.0 0.5 0.6
H 10.28734 -13.88415 -7.33791 -0.4 0.1 -0.2
H 12.18037 -10.65973 -6.71407 0.1 0.1 -0.1
H 10.57975 -11.84499 -5.69396 0.2 0.1 -0.1
H 9.36282 -14.37412 -0.19720 0.3 -0.5 -0.1
H 9.28060 -5.04323 -5.41046 -0.1 -0.3 0.2
H 13.02417 -9.85871 -5.43283 0.2 0.5 -0.2
H 8.89003 -9.65456 -5.45152 -0.3 0.4 -0.2
H 12.25548 -8.92851 -6.83918 0.0 0.4 0.6
```
Forces are in eV/Å.



No. 3
DFT (the ωB97M-V functional and the def2-TZVPD basis) results for a single C4H7NO molecule at a distorted geometry.

Its net charge is 0. The SMILES is O=CNC1CC1.

Structure (XYZ):
```
13
Properties=species:S:1:pos:R:3:forces:R:3
O -1.15873 2.40850 -1.05826 -0.2 -0.6 1.0
N -0.15239 1.08992 0.54225 -0.2 0.4 0.3
C 0.08163 -0.30884 0.79540 0.2 -1.1 -0.1
C -0.09382 -1.15510 -0.46546 -0.1 -0.2 -0.3
C -1.21201 1.51675 -0.23055 0.0 0.1 0.1
C 1.27903 -0.83383 0.01144 0.3 -0.1 -0.2
H -2.13861 0.96162 0.06628 0.3 0.2 -0.7
H 1.87512 -1.69963 0.30586 -0.3 0.4 0.4
H 1.85108 -0.09436 -0.53974 -0.1 0.0 0.1
H -0.34600 -2.21602 -0.46810 -0.2 0.4 0.5
H -0.15011 -0.75676 1.79648 0.2 0.7 -1.0
H -0.46099 -0.64503 -1.35105 0.0 0.0 0.2
H 0.62580 1.73279 0.59546 0.1 -0.2 -0.3
```
Forces are in eV/Å.



No. 4
DFT (the ωB97M-V functional and the def2-TZVPD basis) results for a single C7H11OP molecule at a distorted geometry.

Its net charge is 0. The SMILES is C=C1C[P@@](C)(=O)C=C1C.

Structure (XYZ):
```
20
Properties=species:S:1:pos:R:3:forces:R:3
P -1.88235 -0.19344 0.17802 4.2 0.0 -1.0
O -2.78309 -0.00512 1.33037 -0.1 -0.2 0.1
C 0.75954 0.65849 0.27177 1.1 2.3 -0.4
C 1.24185 -0.69670 0.48819 -2.0 -1.9 -0.6
C -0.52572 1.06142 -0.03992 1.1 -3.1 1.4
C -0.36283 -1.46632 0.26563 0.7 -0.1 2.6
C 1.89004 1.71163 0.29721 0.3 1.4 -0.7
C 2.58614 -1.08547 0.69008 -5.3 1.4 -0.3
C -2.78380 -0.40477 -1.41954 -1.2 -1.0 2.3
H 1.34214 2.68555 0.32257 0.9 -0.4 0.3
H -3.85960 -0.21691 -1.10317 1.2 -0.8 -0.6
H 2.66954 1.66299 1.17889 -1.7 0.0 -1.8
H -2.53584 0.36331 -2.06710 0.7 1.6 -1.3
H -0.62643 -2.10702 1.15855 0.6 0.4 -1.0
H -0.75545 2.06418 -0.02669 -0.3 2.3 -0.3
H -2.55219 -1.36073 -1.90104 -0.5 0.1 0.3
H 2.43101 1.75333 -0.74156 -0.7 -0.4 2.0
H 2.84729 -2.09064 0.86336 0.3 -1.0 0.0
H -0.36117 -2.05187 -0.61477 0.1 -0.8 -0.9
H 3.26092 -0.28190 0.86915 0.6 0.2 -0.2
```
Forces are in eV/Å.



No. 5
DFT (the ωB97M-V functional and the def2-TZVPD basis) results for 2 unconnected molecules or ions with the total composition C8H18N3P at a distorted geometry.

As for the multiplicity: 3. Its net charge is 0.

Structure (XYZ):
```
30
Properties=species:S:1:pos:R:3:forces:R:3
P 0.95267 -0.25623 1.31598 1.8 -1.1 2.1
N 1.54235 -2.78258 0.30209 -1.2 -0.8 -0.6
N -0.50397 -0.20414 0.60327 -1.0 -1.1 -1.0
N 2.94872 0.59379 -1.60727 -0.3 -0.8 -0.5
C 1.85023 -1.82420 1.06814 0.3 1.7 0.3
C -0.19911 2.23506 0.40192 -1.7 0.5 -1.9
C 3.07768 0.36686 -0.42013 0.6 1.6 -0.9
C -1.16122 1.12181 0.77951 0.6 -0.8 -0.1
C -1.66273 1.31609 2.22059 1.5 -1.9 2.2
C -2.31005 -1.32777 -0.89102 2.5 1.1 0.6
C -0.33613 -0.23527 -1.85840 0.7 1.6 -1.7
C -0.78096 -0.98918 -0.64420 -2.8 1.5 -0.2
H -2.79876 -1.70485 -0.05029 -0.8 -0.8 1.4
H 0.28823 2.14291 -0.64144 -0.9 0.4 1.9
H 3.93262 0.45474 0.25162 0.4 -0.6 0.2
H -0.34179 0.88433 -1.73193 -0.5 -1.3 -0.4
H -2.20525 0.38843 2.49695 -1.0 1.0 -0.4
H -2.08881 2.30314 2.54116 0.1 -1.1 -0.7
H 0.49909 2.38369 1.16404 1.4 0.0 1.0
H -0.14906 -1.81912 -0.67942 0.4 -1.7 0.9
H -2.80114 -0.44046 -1.21928 -0.5 0.8 -0.2
H -0.89873 3.06067 0.53729 0.4 0.9 -0.8
H -2.34467 -1.99435 -1.70207 -0.1 -1.1 -1.0
H 2.84678 -1.64753 1.58155 -0.8 -0.6 -0.1
H -0.83921 1.03445 3.01306 -0.6 1.3 -1.7
H -0.91044 -0.50403 -2.81398 0.9 0.3 1.4
H 2.06598 -3.64411 0.25336 0.8 0.2 0.3
H -2.00195 1.03460 0.09666 -0.2 0.6 0.0
H 0.73112 -0.46094 -1.96651 -0.2 0.1 -0.5
H 3.59851 0.51419 -2.40126 0.2 0.3 0.5
```
Forces are in eV/Å.



No. 6
DFT (the ωB97M-V functional and the def2-TZVPD basis) results for a single C22H20Cl2N2O2 molecule.

Its net charge is 0. The SMILES is CCOC(=O)[C@H](c1ccccc1)[C@@H](Nc1ccc(Cl)c(Cl)c1)c1ccccn1.

Structure (XYZ):
```
48
Properties=species:S:1:pos:R:3:forces:R:3
Cl -4.99164 -0.76635 -4.96126 -0.2 0.0 0.0
Cl -1.86306 -0.82495 -5.26625 0.2 0.0 -0.1
O 2.69932 -0.46696 0.42827 0.1 -0.1 -0.1
O 2.21523 0.98652 2.06628 -0.2 0.2 0.2
N -0.61117 2.16244 -0.24359 -0.2 -0.3 0.3
N -1.54605 -0.49087 -0.17952 0.3 -0.1 0.6
C 1.16186 1.44061 -1.66390 -0.1 0.1 0.1
C -3.96759 -0.67384 -3.57378 0.2 0.0 -0.1
C 0.42422 -0.27437 1.22568 0.1 -0.2 -0.3
C 0.58339 3.75274 -1.55466 0.1 -0.1 0.0
C 0.84300 -2.75832 1.31225 0.0 0.0 0.0
C 0.62178 -4.00687 1.86499 0.0 0.0 0.0
C 3.57268 1.43640 2.10209 0.5 0.1 -0.2
C -0.40075 3.40293 -0.64357 0.0 0.3 0.0
C -0.88108 -3.03994 3.45844 -0.1 -0.1 0.1
C -2.58555 -0.70171 -3.70539 -0.3 0.0 0.0
C -3.71111 -0.48100 -1.19600 0.1 0.0 0.0
C -0.65780 -1.78980 2.90854 0.1 0.0 -0.1
C -4.52151 -0.56368 -2.30584 0.2 0.0 0.0
C -1.76594 -0.62261 -2.59381 0.0 0.1 0.3
C -0.13325 -0.19403 -0.21117 -0.1 0.1 0.1
C -0.24288 -4.15156 2.93676 0.0 -0.1 0.1
C -2.31542 -0.51126 -1.31443 -0.3 -0.1 -0.5
C 0.20300 -1.63939 1.82979 0.0 0.0 0.1
C 0.15013 1.19686 -0.74251 0.2 0.0 -0.4
C 1.38167 2.74517 -2.07305 -0.1 0.1 0.0
C 3.83108 2.48146 1.02656 -0.2 -0.3 0.2
C 1.90845 0.04904 1.17378 -0.3 0.0 0.1
H -2.01970 -0.12403 0.63305 0.0 0.0 -0.1
H -5.59458 -0.53813 -2.20150 -0.1 0.0 0.0
H 2.16167 2.97198 -2.78540 0.0 0.0 -0.1
H 1.12657 -4.87022 1.45771 0.0 -0.1 0.0
H -1.05245 4.14801 -0.20595 0.0 0.1 0.0
H 4.84546 2.85809 1.11949 0.1 0.1 0.0
H -0.69979 -0.64278 -2.74115 0.1 0.0 0.0
H -4.15474 -0.39170 -0.21598 -0.1 0.0 0.1
H -1.15428 -0.92444 3.32445 0.0 0.1 0.0
H -0.06408 0.49162 1.83476 0.0 -0.1 -0.1
H 0.37820 -0.94262 -0.82452 0.0 0.1 0.1
H 0.72091 4.78132 -1.84891 0.0 0.1 0.0
H 1.52969 -2.64714 0.48725 0.1 0.0 -0.1
H 3.70625 1.85477 3.10123 0.0 -0.1 -0.1
H -0.41612 -5.12706 3.36617 0.0 -0.1 0.0
H 3.70710 2.03854 0.04135 0.0 0.0 -0.1
H 3.13174 3.30794 1.12983 0.0 0.1 0.0
H 1.76670 0.62854 -2.03701 0.0 -0.1 0.0
H 4.23448 0.57558 1.96374 -0.1 0.1 0.1
H -1.55401 -3.14492 4.29670 -0.1 0.0 0.1
```
Forces are in eV/Å.



Values for calculated total energy, Eh, ordered as above
-3088.04707 -3629.13192 -286.56843 -689.82744 -821.00363 -2030.76154